A cluster of 7 separate species, H14O7 in total at a distorted geometry, computed with the ωB97M-V functional and the def2-TZVPD basis.

Each atom is followed by the atoms it is bonded to, with distances in Å.
Positions of all 21 atoms, in Å:
1 O 0.33 -0.20 0.38  H2 0.921, H3 0.958
2 H 0.49 -0.52 -0.47  O1 0.921
3 H 0.93 -0.74 0.89  O1 0.958
4 O -2.76 2.42 2.13  H5 0.972, H6 0.951
5 H -2.28 2.85 2.86  O4 0.972
6 H -2.13 2.45 1.43  O4 0.951
7 O 5.66 -1.35 -0.32  H8 0.922, H9 0.968
8 H 5.37 -1.31 0.55  O7 0.922
9 H 5.19 -2.14 -0.63  O7 0.968
10 O 0.26 2.32 1.01  H11 1.006, H12 0.973
11 H 0.66 2.19 0.10  O10 1.006
12 H -0.44 1.64 1.02  O10 0.973
13 O 1.09 -4.29 -0.57  H14 0.884, H15 0.943
14 H 0.23 -4.32 -0.37  O13 0.884
15 H 1.16 -3.99 -1.46  O13 0.943
16 O -1.45 0.19 -1.87  H17 0.961, H18 0.940
17 H -1.47 -0.75 -1.65  O16 0.961
18 H -0.79 0.59 -1.35  O16 0.940
19 O -3.13 1.10 -0.62  H20 0.892, H21 0.982
20 H -2.84 1.32 -1.43  O19 0.892
21 H -4.09 1.26 -0.71  O19 0.982

* structure (SMILES): O.O.O.O.O.O.O
* Kohn-Sham gap: 10.6 eV
* max |F|: 5.821 eV Å⁻¹
* multiplicity: 1
* energy relative to the best compared isomer or geometry (same formula, charge and spin): 3.313 eV

Want to see where the charge sits? The Mulliken charges in e are: -0.590 0.272 0.255 -0.618 0.319 0.312 -0.622 0.305 0.317 -0.622 0.330 0.302 -0.603 0.291 0.311 -0.649 0.296 0.364 -0.531 0.313 0.247